The following is a quantum chemistry calculation of C14H21BN4Zn as an isolated structure in a non-equilibrium geometry, from OMol25.

Output
Gap between HOMO and LUMO   0.18653 hartree
DFT total energy   -2569.0608 Eh
Spin multiplicity   1
HOMO energy   -5.239 eV
Max |F|   8.1 eV/Å
Net charge   0

Cartesian coordinates (Å):
C -1.609 -0.681 -1.689
C 1.436 -0.368 -1.705
C -1.581 0.308 -2.623
H -2.304 -0.848 -0.858
C 1.260 1.022 -1.434
H 2.469 -0.701 -1.551
H -1.209 -0.113 -3.591
H 2.185 1.505 -1.089
C -0.968 1.725 -2.724
H -1.719 2.510 -2.586
H -0.658 1.805 -3.771
C -0.705 -1.814 -2.080
H -1.166 -2.381 -2.916
H -0.522 -2.481 -1.236
C 0.694 -1.298 -2.644
H 0.628 -0.904 -3.672
H 1.324 -2.201 -2.715
C 0.316 2.079 -1.957
H 0.936 2.707 -2.627
H 0.076 2.750 -1.118
Zn 0.655 -0.050 -0.095
H -2.684 0.078 -2.804
B 1.717 -0.289 2.884
N 0.912 1.031 2.583
C 0.563 2.005 3.446
C -0.336 2.858 2.788
C -0.519 2.319 1.510
N 0.234 1.205 1.394
N 0.713 -1.408 2.441
C 0.219 -2.391 3.218
C -0.811 -3.024 2.503
C -0.900 -2.344 1.277
N 0.031 -1.365 1.233
H 1.860 -0.363 4.087
H 2.761 -0.362 2.290
H 0.971 2.006 4.443
H -0.777 3.750 3.190
H -1.143 2.678 0.691
H 0.631 -2.560 4.215
H -1.401 -3.862 2.836
H -1.581 -2.531 0.456

Cartesian forces (eV/Å) of the 2 atoms listed first:
4.303 -3.358 5.930
2.925 0.817 -4.310